C24H41GaNP2 as an isolated structure in a non-equilibrium geometry. Source: OMol25; level of theory: ωB97M-V with the def2-TZVPD basis set.

Values from the calculation:
**LUMO level (alpha / beta)**: -3.8 / -3.8 eV
**Electronic energy**: -97980.243 eV
**Net charge**: +1
**Spin multiplicity**: 1
**Kohn-Sham gap (alpha / beta)**: 0.175 / 0.178 hartree
**ΔE to the lowest compared entry with this formula, charge and spin**: 476.0 kJ/mol

```
69
C24H41GaNP2 ωB97M-V with the def2-TZVPD basis set
H 3.0947 -1.9111 0.3107
H -2.1192 -1.4155 -2.3958
H 2.4693 3.9172 -2.3696
N -0.1082 0.4086 -0.7625
P 1.7971 1.9483 -3.6531
C 2.8174 -1.5677 1.3157
C 0.3118 -0.4652 -6.7692
H 3.3093 -2.2386 2.0380
H 1.0264 3.4579 -6.0635
H -0.5961 2.8599 -2.9111
H -0.4903 2.3661 -4.6949
C -1.6298 1.7461 -5.9910
H 1.7798 -0.7851 -5.2812
C -0.6431 2.3394 -6.9122
H -1.7118 -0.2083 3.9542
C 0.1420 0.0730 -1.8628
H 2.6619 -0.4857 -3.2210
H -0.7085 1.9105 -7.9194
H -1.7062 -0.5534 -7.5783
H -2.8175 -0.7086 2.6662
H 0.8915 0.2675 4.2513
H 0.9418 -4.3807 0.2864
H -1.8762 0.7921 2.5048
C -1.8452 -0.2488 2.8646
H -0.9426 3.4101 -7.0288
H 1.3432 2.8068 -1.4784
C 3.1099 0.5210 -3.3322
H 0.7417 -1.4455 -6.9820
H 3.6539 0.7681 -2.4083
C -0.8898 -2.0149 1.2310
H -0.0740 -3.5640 -0.9146
C 0.6284 -0.7124 2.3612
H -1.7012 -1.8572 -4.0437
H -3.0211 0.1574 -5.7724
C 1.1732 0.3757 3.1961
C -0.1596 2.1408 -3.6394
C 0.7465 -3.4137 -0.2037
C 0.9123 2.4505 -6.5088
H -1.3986 -1.6723 -6.2433
C -1.1877 -0.6720 -6.6127
H 3.2391 -0.5630 1.4613
H 0.7902 1.3540 2.8662
C -0.7555 -0.9932 2.2058
C -1.9444 0.3715 -5.6760
H -2.4336 2.4324 -5.7227
H 1.4510 2.4107 -7.4791
C 0.4174 -2.3660 0.7790
C -2.1599 -2.5943 0.7597
H -2.5510 1.8979 -1.9468
H 2.2654 0.4017 3.1529
H -3.5606 2.2758 -3.4013
C 2.2359 2.8727 -2.1061
Ga 0.2850 -0.2240 -3.8472
C 1.6236 1.4129 -5.5634
C -2.3085 -1.1812 -3.4410
C 1.3530 -1.5598 1.4856
H -2.0848 -2.9403 -0.2808
H 3.8201 0.5623 -4.1830
H 1.6413 -3.1479 -0.7784
H 3.0997 2.4029 -1.6093
H -3.3477 -1.3172 -3.7116
C 1.0615 0.0229 -5.5665
H 2.6613 1.3546 -5.9258
H -2.4672 -3.4619 1.3664
H -2.9726 -1.8559 0.8116
P -1.9104 0.5645 -3.7964
H -3.8789 0.7374 -2.4661
C -3.1110 1.4656 -2.7899
H 0.4794 0.1757 -7.6158
```